This record from OMol25 describes C28H53IrO2PSe2Si2 as an isolated structure in a non-equilibrium geometry. The level of theory is ωB97M-V with the def2-TZVPD basis set.

Output
2S+1	5
total charge	+1
E_LUMO (alpha / beta)	-3.52 / -5.48	eV
relative energy (zero: lowest compared OMol25 entry of this formula, charge and spin)	31.4	kcal/mol
electronic energy	-7076.36033	a.u.
max |F|	3.21	eV/A

```
89
Properties=species:S:1:pos:R:3:mulliken_charge:R:1
C -0.476 2.300 -4.964 -1.143
H -1.037 -3.013 0.171 0.303
C -1.923 -1.315 -4.950 -0.397
C -1.249 -1.096 4.198 0.987
H 1.764 3.602 7.150 0.392
H 4.149 -0.355 2.719 0.374
C 0.392 1.205 4.438 0.856
C 0.541 -2.343 -1.675 0.183
H 1.793 -0.267 5.251 0.425
H 5.510 0.323 1.780 0.381
C -4.258 0.150 -2.909 -1.398
C -0.541 0.905 -2.150 1.911
H -1.136 3.033 -4.488 0.374
C -0.074 2.513 4.495 -0.302
H -1.985 -1.526 0.286 0.065
C -3.136 -2.207 -5.190 -1.280
C -2.561 -2.952 5.833 -0.456
H -0.090 1.030 -1.155 -1.786
P -0.281 0.081 3.185 0.201
Se -1.510 1.355 1.652 -0.393
H 3.518 3.466 2.638 0.529
H -4.674 -0.857 -3.071 0.327
H 0.305 -2.781 -2.689 0.066
H 2.414 0.467 -0.940 0.389
C 1.386 0.740 5.337 -0.473
C -1.547 -2.233 -0.438 -0.397
C 1.043 -3.447 -0.771 -1.500
H -2.254 -4.371 4.223 0.424
H 1.702 2.102 -0.598 0.374
H 2.539 2.245 -2.322 -0.077
H 2.598 1.241 7.039 0.410
H 1.534 3.597 -2.860 0.328
H -3.371 -2.794 -4.289 0.201
Se 1.521 -1.006 2.320 -0.431
H 1.265 -3.148 0.270 0.209
C -1.464 -2.419 3.736 -0.220
C -2.108 -3.346 4.562 -0.758
H 0.042 4.403 5.528 0.443
H -3.068 -3.684 6.468 0.382
H 0.647 -0.883 -4.515 0.004
H 2.954 2.016 3.528 0.096
H -2.772 1.487 -3.667 0.145
H 2.617 2.803 -3.992 0.456
H -3.428 -3.323 -1.033 0.508
H -4.014 -1.622 -5.492 0.347
C 1.389 2.918 6.383 -0.510
H -5.069 0.873 -3.073 0.427
H 3.973 3.391 -0.482 0.303
H 5.035 1.998 -0.807 0.315
H -3.542 0.473 -4.934 0.602
H 1.792 0.159 -5.395 0.437
H -0.797 2.864 3.757 0.323
H -1.419 1.561 -2.216 0.472
H -1.723 -0.695 -5.851 0.333
C -2.396 -1.636 6.270 -0.710
C 4.588 2.609 -0.011 -1.205
H -3.918 0.243 -1.863 0.195
H 1.346 -1.619 -1.840 -0.007
H -2.975 -1.918 -2.030 -0.191
O -0.527 -1.548 -1.200 0.450
C -2.575 -2.760 -1.445 -0.821
C 1.387 -0.086 -4.406 -0.746
H 4.372 -0.821 1.004 0.359
H 0.414 -4.349 -0.773 0.352
H -1.609 0.323 5.798 0.401
H -1.042 -1.954 -4.777 0.225
C 1.939 2.622 -3.151 -0.702
C 0.417 3.383 5.476 -0.754
H 5.383 3.082 0.579 0.365
C 2.892 2.560 2.573 -0.773
C -1.756 -0.706 5.449 -0.521
H 1.848 2.875 2.436 0.195
H 2.206 -0.436 -3.768 0.308
H -1.085 -2.696 2.753 0.175
C 1.858 1.614 6.323 -0.632
C -3.152 0.468 -3.898 -0.372
Ir 0.468 0.525 0.796 1.265
O -2.066 -0.492 -3.798 0.288
H -2.018 -3.421 -2.117 0.269
H -2.906 -2.905 -6.006 0.442
H -2.761 -1.333 7.264 0.390
C 4.452 0.011 1.722 -1.184
H 1.997 -3.670 -1.260 0.476
Si 3.499 1.539 1.121 0.416
Si 0.605 1.436 -3.698 0.203
H -1.108 1.617 -5.540 0.212
H 0.141 2.846 -5.687 0.399
H -0.948 -0.193 -2.191 -0.157
C 2.109 1.173 -0.134 -1.391
```